1.
ORCA calculation (wB97M-V/def2-TZVPD) on a 12-piece molecular cluster, C35H47N13O4 overall in a non-equilibrium geometry.

Structure (ORCA input):
```
! wB97M-V def2-TZVPD RIJCOSX def2/J DEFGRID3
* xyz 0 1
H 0.22 2.35 -0.20
N -1.98 -2.03 -5.18
C 1.03 7.85 1.31
H 4.60 4.11 0.10
H 7.98 3.35 4.39
H 0.43 -1.43 -0.70
H -2.06 -0.40 3.58
N -7.04 -1.27 -5.24
N 0.03 -3.60 4.18
H 1.80 -8.81 -3.43
H -10.32 -1.59 -1.63
C -1.24 3.88 1.97
H -7.05 1.49 -3.68
C 7.47 2.39 4.47
H 2.98 0.16 4.47
C -0.15 0.29 0.62
H 3.87 -7.92 -8.47
H 0.73 -3.70 -4.75
N 1.00 9.79 3.08
C 3.78 4.63 -0.40
C 6.02 2.61 4.67
N 4.59 6.99 -1.23
O 4.57 1.54 1.06
C 2.20 -0.24 -0.02
H 7.64 1.82 3.55
H 2.03 -3.11 -3.70
N 4.90 2.77 4.82
H -8.69 0.82 -3.53
C 2.83 -7.80 -8.19
C 0.70 -0.34 -0.53
C 4.23 5.96 -0.87
O -0.64 4.75 1.40
C 2.01 -8.84 -8.85
H 2.05 7.68 0.96
C -0.25 1.74 0.60
C -1.63 1.60 2.71
H -1.72 4.50 3.74
C 0.10 -3.09 -2.83
H 2.95 4.75 0.31
C -2.35 -4.03 5.20
C 3.52 0.38 3.52
H -4.93 -1.55 -4.15
H 2.73 -7.87 -7.11
C 3.03 5.98 4.54
H 7.88 1.84 5.31
H -0.11 -2.18 2.46
H -4.24 -2.81 -3.11
N -0.76 -1.93 1.70
H -0.38 -2.32 0.83
H -2.87 -4.79 4.62
N 1.37 -9.65 -9.36
N 2.22 -6.12 -5.06
H -7.39 0.23 -2.47
O -2.74 2.42 4.75
C -4.35 -2.47 -4.14
H 2.90 5.91 5.61
C -0.82 -0.49 1.67
H 3.44 4.03 -1.25
H 4.56 0.73 3.73
N 1.67 4.07 3.35
H 3.18 2.48 3.10
H 0.22 -7.99 -3.47
H -4.87 -3.23 -4.71
H -10.87 -1.21 0.01
C 1.11 -3.69 -3.73
C -3.01 -2.22 -4.73
H -2.25 -4.38 6.23
C 2.81 1.52 2.66
H 0.77 -8.93 -4.88
O 2.61 1.13 0.07
H 2.49 -6.81 -8.51
C -0.98 2.39 1.66
H 2.21 -0.77 0.97
H 0.40 8.12 0.46
C -7.63 0.58 -3.47
C -8.85 -0.73 -0.37
C -7.30 -0.46 -4.47
N -7.76 -0.62 -0.02
H -2.93 -3.11 5.19
C 1.73 -7.06 -4.63
H 2.67 6.96 4.20
C 1.09 -8.27 -4.07
C -1.01 -3.79 4.62
H 4.09 5.89 4.29
N -0.68 -2.62 -2.13
H -10.63 0.10 -1.17
C -1.57 0.16 2.76
H 2.84 -0.80 -0.75
H 0.65 6.93 1.76
H 1.32 -4.71 -3.42
C 3.37 1.38 1.22
C 2.26 4.91 3.87
C 1.01 8.95 2.31
H 3.61 -0.52 2.85
C -10.25 -0.87 -0.81
N -2.22 3.94 3.03
H 0.55 0.20 -1.50
H 1.70 1.51 2.74
C -2.28 2.63 3.66
*
```

Results
E_tot, a.u.: -2374.53849

Taken from the Löwdin analysis, the atomic charges in e are: 0.13 0.12 -0.06 0.07 0.08 0.05 0.11 0.14 0.13 0.08 0.08 -0.41 0.08 -0.05 0.08 -0.12 0.08 0.07 0.11 -0.06 -0.24 0.11 0.09 -0.17 0.08 0.08 0.16 0.08 -0.07 -0.11 -0.28 0.08 -0.28 0.07 0.05 -0.06 0.15 -0.25 0.07 -0.06 -0.09 0.03 0.04 -0.05 0.08 0.04 0.08 0.08 0.06 0.08 0.12 0.15 0.05 0.11 -0.08 0.08 -0.21 0.08 0.03 0.17 0.05 0.08 0.08 0.08 -0.08 -0.27 0.08 -0.15 0.08 -0.05 0.08 -0.07 0.13 0.08 -0.06 -0.28 -0.26 0.13 0.08 -0.25 0.07 -0.05 -0.26 0.08 0.14 0.08 0.07 0.13 0.05 0.03 -0.44 -0.23 -0.28 0.07 -0.06 0.16 0.13 0.09 -0.38

=====

2.
ORCA calculation (wB97M-V/def2-TZVPD) on one molecule with the formula C21H26N2O5S in a non-equilibrium geometry.

Structure (ORCA input):
```
! wB97M-V def2-TZVPD RIJCOSX def2/J DEFGRID3
* xyz 0 1
N 3.23 -3.01 -0.66
C 2.63 1.13 -1.78
C 2.32 -3.26 -1.61
C -0.90 -1.15 1.74
H -3.01 4.32 1.36
H 3.21 -2.78 -3.50
C -2.52 3.85 -1.47
H -1.60 -3.18 1.53
H -2.45 1.97 1.20
C 0.52 -3.08 1.66
H -0.98 0.39 -0.68
O -0.37 2.87 1.39
C 0.24 -0.35 1.88
H 3.78 -2.13 1.87
H 0.39 -1.42 -1.64
H 1.50 -2.29 -3.37
O 1.49 -4.15 -1.58
C 0.81 -0.43 -1.54
H 2.59 -4.58 0.48
H 0.11 0.72 1.97
H 2.36 -0.28 1.97
H -4.09 -0.54 1.66
O -2.09 -0.49 1.72
H 2.24 3.13 -1.07
C 2.11 -0.15 -1.95
H -3.32 -1.82 0.70
C -0.74 -2.53 1.63
C 2.46 -2.34 -2.83
H -2.84 3.41 -2.42
H -3.66 5.52 -0.61
H -4.65 4.18 -1.19
H -3.63 1.72 -0.12
H 4.32 -4.21 0.64
H 3.83 -2.21 -0.77
N -1.94 2.81 -0.64
C -2.94 2.44 0.35
C 0.04 0.58 -0.99
C 0.56 1.85 -0.83
C -3.27 -1.26 1.63
H 0.62 -4.16 1.58
H 3.13 -3.55 2.68
C 1.86 2.13 -1.21
C 3.03 -2.91 1.80
O 0.07 4.40 -0.49
C 1.49 -0.92 1.88
H -4.62 3.61 1.13
C -3.64 3.75 0.68
H 3.65 1.32 -2.10
C 1.66 -2.30 1.77
C -3.72 4.43 -0.69
O 2.95 -1.05 -2.52
H -1.75 4.59 -1.67
S -0.40 3.12 -0.03
H -3.37 -1.95 2.48
C 3.31 -3.77 0.56
*
```

Results
E_tot, a.u.: -1699.71763
ΔE to the lowest compared entry with this formula, charge and spin, eV: 2.8827

Taken from the Löwdin analysis, the atomic charges in e are: 0.09 0.01 -0.49 -0.28 0.12 0.14 -0.18 0.10 0.10 -0.03 0.11 -0.29 -0.01 0.11 0.12 0.14 0.07 0.02 0.11 0.10 0.12 0.09 -0.11 0.12 -0.25 0.10 -0.01 -0.09 0.12 0.11 0.11 0.13 0.12 0.15 -0.23 -0.21 -0.06 -0.27 -0.09 0.12 0.12 -0.04 -0.13 -0.29 -0.02 0.11 -0.16 0.12 -0.24 -0.15 -0.05 0.10 0.69 0.10 -0.17

=====

3.
ORCA calculation (wB97M-V/def2-TZVPD) on one molecule with the formula C4H9OPS in a non-equilibrium geometry.

Structure (ORCA input):
```
! wB97M-V def2-TZVPD RIJCOSX def2/J DEFGRID3
* xyz 0 1
C -0.44 -0.12 0.13
H -2.38 -0.59 -0.69
H -0.96 -0.49 -1.80
H -1.15 -2.03 -0.88
H 2.53 0.68 -1.54
P 2.69 0.45 -0.10
H -0.48 2.04 -0.01
C -0.68 -0.39 1.50
H -0.75 -1.48 1.79
S 1.93 -1.42 0.04
C 0.19 1.21 -0.32
H -1.42 0.19 1.87
H 0.35 1.32 -1.36
O 1.47 1.38 0.23
H 0.32 0.12 2.02
C -1.22 -0.87 -0.87
*
```

Results
E_tot, a.u.: -972.49392
ΔE to the lowest compared entry with this formula, charge and spin, eV: 3.5459

Taken from the Löwdin analysis, the atomic charges in e are: -0.39 0.15 0.04 0.12 -0.08 0.39 0.15 -0.11 0.12 0.22 -0.26 0.05 0.10 -0.56 0.15 -0.10

=====

4.
ORCA calculation (wB97M-V/def2-TZVPD) on one molecule with the formula C4H6N2OS in a non-equilibrium geometry.

Structure (ORCA input):
```
! wB97M-V def2-TZVPD RIJCOSX def2/J DEFGRID3
* xyz 0 1
N 0.33 1.85 -0.35
H -2.58 0.72 0.51
N -1.97 1.47 0.18
S -1.52 -1.56 -0.02
H 1.58 0.30 1.42
C 1.92 -0.17 0.52
H 4.05 0.20 0.47
H -2.04 2.28 0.78
H 0.07 2.84 -0.51
C 3.15 -0.22 0.01
C -0.66 1.08 -0.12
O 0.90 -0.71 -0.27
H 3.29 -0.67 -0.97
C -0.37 -0.40 -0.09
*
```

Results
E_tot, a.u.: -738.89898
ΔE to the lowest compared entry with this formula, charge and spin, eV: 2.8761

Taken from the Löwdin analysis, the atomic charges in e are: 0.16 0.04 0.09 0.79 0.12 -0.19 0.07 0.09 0.08 0.04 -0.48 -0.10 0.07 -0.77

=====

5.
ORCA calculation (wB97M-V/def2-TZVPD) on C32H88AgN10O14 as an isolated structure in a non-equilibrium geometry.

Structure (ORCA input):
```
! wB97M-V def2-TZVPD RIJCOSX def2/J DEFGRID3
* xyz 0 2
H 1.49 -1.01 3.89
H -0.43 4.66 -0.01
H 2.25 0.39 -2.10
H 1.44 -2.62 4.58
H 6.22 2.33 1.05
H 8.39 1.95 0.00
H 2.88 -3.43 0.84
H 5.15 -2.27 2.62
N 1.20 -1.08 -1.33
H -0.41 0.19 3.30
N -1.66 1.65 0.95
C -3.98 1.45 -6.25
H 3.02 -0.95 0.67
H -3.90 -1.09 -5.70
H -2.65 1.74 4.66
H -1.62 -1.00 8.14
C -0.55 -1.19 8.24
H -1.93 -0.22 3.64
H 3.37 -3.42 5.00
C 0.65 0.03 -3.43
H -0.01 -0.29 8.52
H -2.43 2.97 -0.50
C -1.93 3.02 0.47
C 6.36 1.33 0.63
H 3.87 2.50 -2.43
C -2.68 3.73 -6.35
H 1.85 2.89 -1.91
C -0.46 -0.67 5.94
H 5.09 -3.69 4.69
O 0.93 1.62 2.72
O 1.46 0.37 1.10
H -4.29 1.64 -5.22
C 2.70 -1.53 -3.07
Ag -0.37 0.42 -0.52
C -3.55 1.17 4.43
C -4.89 0.37 2.77
H -4.41 1.18 0.84
H 4.46 1.64 -0.20
C -0.87 -2.73 0.32
H -2.04 -1.25 -5.90
O -0.44 -3.00 -2.05
H -2.33 -2.77 -1.25
O 0.22 2.80 -0.68
H -1.13 -4.59 1.45
O -3.96 1.14 -2.64
H -2.58 -3.74 1.25
C -3.81 2.82 -6.87
C -4.91 0.30 1.23
H 0.02 2.63 -3.81
C 3.80 -2.85 0.90
O 3.89 -3.93 3.00
H 0.74 -1.95 -1.53
C 4.08 -4.01 4.43
C -0.48 3.60 0.26
C 5.42 1.33 -0.60
H 6.58 0.27 2.30
C 1.76 -0.49 -2.51
H 5.39 0.31 -0.98
H -1.44 1.79 1.92
H -0.52 -2.02 8.95
N -1.22 -1.34 0.64
H 1.49 4.40 -1.04
H -2.76 -0.34 -4.62
H -4.34 -1.00 -0.16
H 0.67 -2.24 2.97
H -4.46 -1.69 1.29
H 4.84 -3.33 -0.90
C 1.50 3.31 -0.96
H -0.08 -0.72 -3.70
H -0.34 -2.89 -4.15
H -3.44 0.26 5.01
N -4.13 -0.87 0.82
O -2.88 0.52 -6.55
N 5.88 0.31 1.57
C 0.87 -1.90 3.99
H -6.80 -0.62 1.07
C -0.74 1.95 -3.42
O -2.42 0.09 -1.71
C 7.89 1.06 0.38
H -6.94 1.16 0.84
C -1.52 -3.57 1.43
H -1.35 -4.25 -3.35
H -2.66 3.79 -5.26
H -4.95 -0.60 3.26
H 8.27 0.79 1.37
H 1.16 0.42 -4.31
H -5.13 3.86 -5.80
H -3.55 2.64 -7.91
H 3.41 -1.90 2.79
C -2.84 3.67 1.50
H -2.69 4.74 -6.76
H -6.26 0.10 -0.44
H -3.06 4.72 1.30
H -4.43 1.67 4.83
H -5.75 0.90 3.19
H -1.25 -2.20 4.65
C -6.35 0.27 0.63
H 3.97 -5.03 4.79
H -1.83 -2.53 -3.46
H -2.40 3.73 2.50
H -3.80 3.16 1.50
O -0.05 0.99 -2.62
H 5.00 0.59 2.00
H 3.39 -1.96 -2.34
H -2.21 -1.15 0.63
C 4.94 2.44 -2.64
H 0.08 3.63 1.19
H 2.09 -2.32 -3.51
C -0.53 -1.39 4.55
H 4.91 1.63 -3.36
H 5.82 -3.23 0.63
O 5.78 2.29 -1.52
N 3.65 -1.60 0.22
O -3.71 1.02 3.04
N -3.56 0.10 -2.19
H -1.51 -4.37 -0.94
H 8.04 0.23 -0.32
H 3.33 -1.10 -3.85
H 4.52 -1.22 0.57
C 4.90 -3.56 0.17
C -1.39 -3.29 -1.02
H -1.50 2.50 -2.86
O -4.22 -0.92 -2.08
H -1.47 -0.35 6.20
H 2.20 2.98 -0.19
C 4.13 -2.64 2.45
H -1.70 3.32 -6.63
H -4.90 1.04 -6.67
O 0.02 -1.49 6.99
O 2.94 1.10 2.36
N -1.02 -0.61 3.42
N 1.81 1.02 2.10
C -0.99 -3.22 -3.34
H 5.15 3.33 -3.24
C -2.91 -0.63 -5.66
H -4.87 4.57 -7.09
H 5.00 -4.64 0.31
H 2.01 -1.32 -0.77
H 0.23 0.18 5.92
H -1.14 1.49 -4.32
H -2.57 1.23 1.05
H 0.21 -2.78 0.44
H -1.01 -1.27 1.62
N -5.04 3.63 -6.78
H -1.42 -3.15 2.43
*
```

Results
E_tot, a.u.: -3019.44425
<S²>: 0.75
ΔE to the lowest compared entry with this formula, charge and spin, eV: 0.0176

Atom charges from the Löwdin analysis, given in e for atoms 1 to 99: 0.07 0.12 0.13 0.06 0.13 0.07 0.13 0.11 0.05 0.05 0.05 -0.19 0.03 0.09 0.10 0.08 -0.11 0.04 0.06 -0.14 0.09 0.14 -0.34 -0.39 0.05 -0.07 0.07 -0.18 0.08 -0.04 -0.12 0.11 -0.03 1.07 -0.12 -0.21 0.11 0.11 -0.36 0.08 -0.24 0.12 -0.27 0.08 0.00 0.08 -0.43 -0.39 0.09 -0.42 -0.19 0.04 -0.09 -0.16 -0.23 0.07 -0.40 0.12 0.07 0.09 0.04 0.10 0.05 0.04 0.06 0.09 0.07 -0.09 0.11 0.08 0.08 0.06 -0.18 0.04 -0.02 0.08 -0.08 -0.11 -0.03 0.08 -0.04 0.10 0.07 0.13 0.06 0.14 0.06 0.13 0.10 -0.04 0.07 0.07 0.08 0.10 0.13 0.13 -0.03 0.08 0.08

=====

6.
ORCA calculation (wB97M-V/def2-TZVPD) on C14H9EuN5O7S5 as an isolated structure in a non-equilibrium geometry.

Structure (ORCA input):
```
! wB97M-V def2-TZVPD RIJCOSX def2/J DEFGRID3
* xyz -2 8
N 0.17 -0.05 2.38
O 1.15 -3.67 -8.34
N -0.28 -0.08 -2.46
H 0.47 -2.06 -5.09
S 0.58 -2.87 -9.40
H 0.28 -2.06 -2.59
C -0.49 1.11 -4.52
C 0.08 -1.16 -3.17
N 0.21 -0.16 -9.46
C 0.18 -1.17 -4.54
N 0.15 -1.19 -7.33
C -0.04 1.00 -8.88
H 0.20 0.27 5.60
H -1.42 0.07 3.60
O 1.88 -0.13 0.29
C -0.11 -0.01 -5.26
S -1.59 2.16 0.19
C 2.43 -0.10 1.43
C -0.55 1.04 -3.15
S -3.07 -0.68 1.15
O 1.48 -2.62 -10.51
Eu -0.19 -0.13 -0.07
H 3.94 0.03 3.10
C 1.48 -0.02 2.61
H -0.74 2.05 -5.01
H -0.25 2.13 -7.06
O 4.11 0.12 4.10
C 2.99 0.18 4.78
C 0.30 -1.22 -8.65
S -3.16 0.88 -0.20
C -0.03 -0.01 -6.74
C 1.72 0.12 4.00
O 2.96 0.29 5.99
H -0.84 1.90 -2.55
C -0.13 1.15 -7.50
N -0.42 0.07 3.56
O 3.65 -0.12 1.66
C 0.47 0.17 4.56
S -1.88 -2.16 0.33
H -0.18 1.85 -9.54
O -0.78 -3.21 -9.77
*
```

Results
E_tot, a.u.: -4040.87970
<S²>: 15.78
ΔE to the lowest compared entry with this formula, charge and spin, eV: 2.1226

Taken from the Löwdin analysis, the atomic charges in e are: -0.04 -0.39 -0.21 0.11 0.38 0.08 -0.05 -0.20 0.08 -0.03 0.14 -0.17 0.14 0.14 -0.18 -0.20 -0.19 -0.52 -0.22 -0.22 -0.39 1.37 0.04 -0.13 0.09 0.08 0.12 -0.51 -0.37 -0.17 -0.24 -0.05 0.07 0.04 -0.04 0.04 0.08 0.01 -0.20 0.09 -0.39